Entry A
The following is a quantum chemistry calculation of the molecule C4H9NO2, from OMol25.

The geometry in ORCA input format:
```
! RIJCOSX wB97M-V def2-TZVPD def2/J DEFGRID3
* xyz 0 1
C 1.8276 0.5629 -0.5075
O 1.4829 -0.3534 0.5251
C 0.2643 -0.0436 1.1696
C -0.8106 -0.2523 0.1338
C -1.2839 -1.6527 -0.1552
N -1.2575 0.6642 -0.6317
O -0.8199 1.9391 -0.2641
H 2.9115 0.6643 -0.4640
H 1.5347 0.2049 -1.5074
H 1.3566 1.5420 -0.3690
H 0.2708 0.9780 1.5695
H 0.1503 -0.7408 2.0086
H -2.3662 -1.6851 -0.0065
H -0.8175 -2.3830 0.5119
H -1.0743 -1.9421 -1.1883
H -1.3688 2.4976 -0.8247
*
```

## Properties
SMILES = COC/C(C)=N\O
Lowest unoccupied orbital energy = 0.919 eV
Gap between HOMO and LUMO = 10.469 eV
E_HOMO = -9.55 eV


Entry B
The following is a quantum chemistry calculation of a cluster of 2 separate species, C4H9NO2 in total, from OMol25.

The geometry in ORCA input format:
```
! RIJCOSX wB97M-V def2-TZVPD def2/J DEFGRID3
* xyz 0 1
O -1.8390 -1.1400 0.3219
C -0.8206 -0.5565 0.0466
C -0.1752 0.5991 0.8987
C 1.3216 0.2799 0.8187
C 1.2948 -1.1495 0.2746
O 0.2238 -1.1604 -0.6579
H -0.5932 0.4899 1.9005
H -0.3717 1.6392 0.6037
H 1.8352 0.9378 0.1078
H 1.8368 0.3524 1.7793
H 2.2066 -1.4632 -0.2325
H 1.0524 -1.8615 1.0769
N -1.4285 0.6072 -1.6068
H -1.0922 1.4706 -1.2127
H -2.4394 0.5562 -1.6179
H -1.0115 0.3987 -2.5008
*
```

## Properties
SMILES = O=C1CCCO1.N
Lowest unoccupied orbital energy = 0.865 eV
Gap between HOMO and LUMO = 10.215 eV
E_HOMO = -9.35 eV


Entry C
The following is a quantum chemistry calculation of the molecule C4H9NO2, from OMol25.

The geometry in ORCA input format:
```
! RIJCOSX wB97M-V def2-TZVPD def2/J DEFGRID3
* xyz 0 1
C 1.0372 -1.6473 -2.1968
C -0.0722 -0.5682 -1.7931
C 0.6540 0.2894 -0.7781
N 0.3554 -0.1907 0.6458
C -0.4328 0.5589 1.4785
O -0.4322 0.4936 2.6335
O -1.2283 1.2721 0.5944
H 1.1117 -2.6913 -1.6411
H 0.8937 -1.9000 -3.3558
H 1.9749 -1.2894 -1.9972
H -0.4442 -0.2657 -2.7512
H -1.0589 -0.8253 -1.2871
H 0.2847 1.3387 -0.8923
H 1.7455 0.2249 -0.7649
H 1.2404 -0.6637 1.0359
H -2.0696 1.4835 1.0463
*
```

## Properties
SMILES = CCCNC(=O)O
Lowest unoccupied orbital energy = 0.728 eV
Gap between HOMO and LUMO = 10.584 eV
E_HOMO = -9.86 eV


How do the energies compare? Relative to the most stable structure, in kJ/mol: entry A 164.8; entry B 0.0; entry C 32.2.


Entry A
The following is a quantum chemistry calculation of the molecule C4H9NO2, from OMol25.

The geometry in ORCA input format:
```
! RIJCOSX wB97M-V def2-TZVPD def2/J DEFGRID3
* xyz 0 1
C 1.5133 -0.0423 -1.1741
N 1.7563 0.4166 0.2036
C 1.1075 0.8145 1.3142
O -0.2211 0.9797 1.3108
C -1.2000 0.7822 0.2770
C -1.7315 -0.6392 0.3655
O -0.7142 -1.6062 0.2145
H 1.5989 -1.1303 -1.2364
H 0.5362 0.2331 -1.5480
H 2.2653 0.4123 -1.8250
H 2.7379 0.3551 0.4328
H -1.9989 1.4953 0.5035
H -0.8132 1.0249 -0.7123
H -2.2494 -0.7598 1.3282
H -2.4587 -0.8153 -0.4340
H -0.1285 -1.5207 0.9796
*
```

## Properties
Lowest unoccupied orbital energy = 0.829 eV
Gap between HOMO and LUMO = 9.099 eV
E_HOMO = -8.27 eV


Entry B
The following is a quantum chemistry calculation of the molecule C4H9NO2, from OMol25.

The geometry in ORCA input format:
```
! RIJCOSX wB97M-V def2-TZVPD def2/J DEFGRID3
* xyz 0 1
C -2.3224 0.2771 0.7488
N -1.0158 -0.0861 0.2381
C -0.2803 -0.8069 0.9734
O 0.9679 -1.1729 0.6924
C 1.5400 -0.7852 -0.5711
C 1.6186 0.7304 -0.7993
O 0.5881 1.2264 -1.6106
H -2.3719 1.3679 0.8325
H -3.0966 -0.0346 0.0403
H -2.5505 -0.1580 1.7349
H -0.5724 -1.1893 1.9574
H 2.5390 -1.2262 -0.5195
H 0.9712 -1.2441 -1.3926
H 1.6615 1.2295 0.1857
H 2.5600 0.9539 -1.3183
H -0.2364 0.9180 -1.1922
*
```

## Properties
SMILES = C/N=C/OCCO
Lowest unoccupied orbital energy = 0.986 eV
Gap between HOMO and LUMO = 10.837 eV
E_HOMO = -9.85 eV


Entry C
The following is a quantum chemistry calculation of the molecule C4H9NO2, from OMol25.

The geometry in ORCA input format:
```
! RIJCOSX wB97M-V def2-TZVPD def2/J DEFGRID3
* xyz 0 1
N 1.8154 0.4180 1.0496
C 1.1789 -0.7911 1.0558
O 1.2369 -1.5636 1.9970
C 0.3966 -1.1338 -0.2088
C -1.0471 -0.5887 -0.1827
C -1.2326 0.7298 -0.9153
O -0.3629 1.7106 -0.3619
H 2.1645 0.7195 1.9487
H 1.4228 1.1323 0.4480
H 0.9239 -0.7747 -1.1022
H 0.3760 -2.2253 -0.2453
H -1.7165 -1.3134 -0.6612
H -1.3919 -0.4889 0.8537
H -1.0149 0.5863 -1.9857
H -2.2796 1.0559 -0.8264
H -0.4694 2.5270 -0.8634
*
```

## Properties
SMILES = NC(=O)CCCO
Lowest unoccupied orbital energy = 0.579 eV
Gap between HOMO and LUMO = 10.017 eV
E_HOMO = -9.44 eV


How do the energies compare? Relative to the most stable structure, in kJ/mol: entry A 302.4; entry B 121.9; entry C 0.0.


Entry A
The following is a quantum chemistry calculation of the molecule C3H8FNO, from OMol25.

The geometry in ORCA input format:
```
! RIJCOSX wB97M-V def2-TZVPD def2/J DEFGRID3
* xyz 0 1
N -2.0320 -0.5857 -0.3876
C -1.0228 -0.8866 0.7841
C 0.3901 -0.3470 0.5450
O 0.8421 -0.9755 -0.5785
C 0.3135 1.0825 0.1754
F 1.5059 1.4758 -0.3902
H -2.2708 0.3930 -0.2805
H -1.6818 -0.8814 -1.2764
H -1.5102 -0.1980 1.5978
H -0.9750 -1.9206 0.9695
H 1.0179 -0.5862 1.4600
H 1.4745 -0.2723 -1.0821
H -0.2633 1.3107 -0.6696
H 0.0577 1.6832 1.1077
*
```

## Properties
SMILES = NC[C@@H](O)CF
Lowest unoccupied orbital energy = 0.923 eV
Gap between HOMO and LUMO = 10.329 eV
E_HOMO = -9.41 eV


Entry B
The following is a quantum chemistry calculation of the molecule C3H8FNO, from OMol25.

The geometry in ORCA input format:
```
! RIJCOSX wB97M-V def2-TZVPD def2/J DEFGRID3
* xyz 0 1
C 2.1148 0.7332 -0.4595
O 1.0826 -0.1072 -0.2678
C -0.0983 0.3597 0.3532
N -1.2169 -0.0569 -0.3828
C -1.7160 -1.2966 0.1683
F -2.1867 1.0085 -0.5198
H 1.9639 1.6837 -1.1414
H 2.8447 -0.0116 -1.0186
H 2.6014 1.0834 0.4680
H -0.0085 1.4964 0.3919
H -0.1293 0.1162 1.3916
H -2.6472 -1.6261 -0.2307
H -0.8808 -1.9352 -0.0561
H -1.7237 -1.4476 1.3036
*
```

## Properties
SMILES = COCN(C)F
Lowest unoccupied orbital energy = 1.008 eV
Gap between HOMO and LUMO = 10.616 eV
E_HOMO = -9.61 eV


How do the energies compare? Relative to the most stable structure, in kJ/mol: entry A 0.0; entry B 224.5.


Entry A
The following is a quantum chemistry calculation of the ion C5H6NO with charge +1, from OMol25.

The geometry in ORCA input format:
```
! RIJCOSX wB97M-V def2-TZVPD def2/J DEFGRID3
* xyz 1 1
C 0.1527 1.3883 -1.1272
C -0.9238 1.2216 -0.4590
C -1.0387 -0.6625 0.3740
C 0.3911 -0.0831 -0.6427
C 1.6655 -0.0342 0.1135
N -1.6865 0.5644 0.4193
O -2.6815 0.8607 1.0239
H -1.7265 -1.5353 -0.0303
H -0.4346 -0.9961 1.3333
H 0.4620 -0.6350 -1.5989
H 2.3925 -0.5460 -0.6267
H 1.5252 -0.5844 1.0716
H 1.9026 1.0417 0.1491
*
```

## Properties
Lowest unoccupied orbital energy (spin up / spin down) = -7.792 / -7.791 eV
Gap between HOMO and LUMO (spin up / spin down) = 7.874 / 7.875 eV
E_HOMO (spin up / spin down) = -15.67 / -15.67 eV


Entry B
The following is a quantum chemistry calculation of the ion C5H6NO with charge +1, from OMol25.

The geometry in ORCA input format:
```
! RIJCOSX wB97M-V def2-TZVPD def2/J DEFGRID3
* xyz 1 1
C 0.0082 0.5784 -1.3946
C -0.0233 -0.6419 -1.3606
C 0.0373 1.6508 -0.3983
C 0.4930 -0.3712 1.2470
C -0.2450 -1.7711 -0.4249
N -0.0768 0.8301 0.8925
O 0.3030 -1.9574 -1.6550
H 0.7886 2.3383 -0.5454
H -0.8773 2.1401 -0.6098
H 0.1274 -0.9306 2.0854
H 1.5018 -0.5690 1.0260
H -1.0758 -2.2554 -0.1352
H -0.9611 0.9589 1.2728
*
```

## Properties
Lowest unoccupied orbital energy (spin up / spin down) = -6.230 / -6.452 eV
Gap between HOMO and LUMO (spin up / spin down) = 7.856 / 7.472 eV
E_HOMO (spin up / spin down) = -14.09 / -13.92 eV


How do the energies compare? Relative to the most stable structure, in kJ/mol: entry A 150.2; entry B 0.0.


Entry A
The following is a quantum chemistry calculation of a cluster of 2 separate species, CH6NO4P2 in total, from OMol25.

The geometry in ORCA input format:
```
! RIJCOSX wB97M-V def2-TZVPD def2/J DEFGRID3
* xyz -1 1
C -0.2901 0.9293 -0.5578
N 0.6635 1.8793 -0.1921
O 1.8353 -1.1353 0.2412
O -0.2307 -0.1177 1.8969
O -1.9728 -1.0541 0.2592
O 0.0188 -2.3441 -1.0578
P 1.1309 -1.1772 -1.2442
P -1.1871 0.1147 0.7682
H -0.7593 1.0795 -1.5206
H 1.0466 1.6301 0.7146
H 1.4078 1.9887 -0.8746
H 1.1668 -0.9240 0.9310
H -0.7326 -2.0160 -0.4969
H -2.0972 1.1467 1.1329
*
```

## Properties
Lowest unoccupied orbital energy = 4.199 eV
Gap between HOMO and LUMO = 7.378 eV
E_HOMO = -3.18 eV


Entry B
The following is a quantum chemistry calculation of a structure of composition CH6NO4P2, from OMol25.

The geometry in ORCA input format:
```
! RIJCOSX wB97M-V def2-TZVPD def2/J DEFGRID3
* xyz -1 1
C 0.1659 0.4081 0.8068
N 0.4270 1.3538 -0.1822
O -1.4102 -1.0400 -1.1235
O 1.0508 -1.2169 -1.1562
O -2.7421 0.6094 0.1960
O 2.7404 -0.7161 0.5590
P -1.6629 -0.6788 0.4279
P 1.1177 -1.2305 0.3670
H 0.3516 0.5761 1.8078
H -0.2321 2.0652 -0.1090
H -0.1366 -1.1406 -1.2178
H 0.4052 0.8035 -1.0330
H -2.7563 0.5572 -0.7844
H 2.6817 -0.3504 1.4414
*
```

## Properties
Lowest unoccupied orbital energy = 4.008 eV
Gap between HOMO and LUMO = 7.057 eV
E_HOMO = -3.05 eV


How do the energies compare? Relative to the most stable structure, in kJ/mol: entry A 0.0; entry B 123.0.


Entry A
The following is a quantum chemistry calculation of a cluster of 2 separate species, C3H12NOS in total, from OMol25.

The geometry in ORCA input format:
```
! RIJCOSX wB97M-V def2-TZVPD def2/J DEFGRID3
* xyz 1 1
C 1.1078 0.2204 -1.0405
C -0.1131 1.0928 -1.2694
C -1.4061 0.4880 -0.7230
S -1.7044 0.7544 1.0323
N 1.2794 -0.1036 0.4558
H 0.9936 -0.7259 -1.5411
H 1.9988 0.7820 -1.3108
H -0.2602 1.0657 -2.3568
H 0.0652 2.1397 -1.0120
H -1.2711 -0.5931 -0.8470
H -2.3041 0.7479 -1.2919
H -1.8496 2.0827 0.9989
H 0.4668 -0.4799 0.9387
H 2.0721 -0.7310 0.6028
H 1.6050 0.7681 0.8756
H -0.6082 -2.3258 2.8353
H 0.1137 -3.0211 1.6660
O -0.1857 -2.1614 1.9872
*
```

## Properties
Lowest unoccupied orbital energy = -3.260 eV
Gap between HOMO and LUMO = 9.701 eV
E_HOMO = -12.96 eV


Entry B
The following is a quantum chemistry calculation of a cluster of 2 separate species, C3H12NOS in total, from OMol25.

The geometry in ORCA input format:
```
! RIJCOSX wB97M-V def2-TZVPD def2/J DEFGRID3
* xyz 1 1
C -0.2439 -0.6011 -0.7392
C -0.3382 0.6117 0.1030
C -1.7763 1.2009 0.1058
S -1.6815 2.8618 0.9446
N 1.1429 -1.0740 -0.9705
H -0.7746 -1.4634 -0.4121
H -0.6550 -0.2600 -1.7688
H 0.3726 1.4060 -0.2140
H -0.0734 0.4803 1.1608
H -2.5943 0.5841 0.4525
H -2.0270 1.5528 -0.9842
H -1.5592 3.4612 -0.2973
H 1.4694 -1.2825 0.0261
H 1.1955 -1.8599 -1.7364
H 1.7340 -0.3847 -1.4880
H 1.6678 -2.4542 1.7567
H 2.2270 -1.2460 2.5079
O 1.9141 -1.5332 1.5530
*
```

## Properties
Lowest unoccupied orbital energy = -3.543 eV
Gap between HOMO and LUMO = 8.642 eV
E_HOMO = -12.19 eV


How do the energies compare? Relative to the most stable structure, in kJ/mol: entry A 0.0; entry B 98.6.